[1]
Density functional theory data (wB97M-V/def2-TZVPD) for a structure of composition C4H10Br2LiO2 at a distorted geometry.

Computed properties:
* spin multiplicity: 1
* LUMO level: 2.837 eV
* HOMO: -4.42 eV
* E: -148699.6452 eV
* relative energy (zero: lowest compared OMol25 entry of this formula, charge and spin): 12.45 kJ/mol
* charge: -1

XYZ file:
```
19
Properties=species:S:1:pos:R:3:nbo_charge:R:1
C -0.542 15.267 -26.949 -0.091
H -0.528 16.486 -28.747 0.169
H -1.217 14.205 -31.284 0.214
O -0.824 14.568 -29.271 -0.557
C -0.496 14.733 -30.659 -0.244
H 0.534 14.380 -30.707 0.182
Br -3.816 13.517 -27.483 -0.921
C -0.208 15.492 -28.433 -0.070
H -1.678 13.132 -25.300 0.205
C -0.617 13.330 -25.458 -0.260
H -0.421 14.091 -24.703 0.156
H 0.068 15.882 -26.288 0.175
H -0.112 12.372 -25.333 0.202
H 0.872 15.354 -28.488 0.159
Br -0.797 10.695 -28.906 -0.921
O -0.399 13.795 -26.758 -0.577
H -1.574 15.601 -26.836 0.210
H -0.541 15.756 -31.032 0.159
Li -1.533 12.944 -28.185 0.811
```

[2]
Density functional theory data (wB97M-V/def2-TZVPD) for a structure of composition C4H10Br2MnN2SSe3Te.

Computed properties:
* spin multiplicity: 5
* LUMO level (spin up / spin down): -3.992 / -5.303 eV
* HOMO (spin up / spin down): -10.58 / -11.06 eV
* E: -392858.1321 eV
* relative energy (zero: lowest compared OMol25 entry of this formula, charge and spin): 0.00 kJ/mol
* charge: +1

XYZ file:
```
24
Properties=species:S:1:pos:R:3:mulliken_spin:R:1
H -1.248 4.394 -2.445 0.001
H 0.145 3.983 -3.433 0.001
H 2.355 4.553 -3.855 0.000
N 0.395 3.766 -1.359 0.005
H -0.792 1.125 3.565 0.000
H 2.424 5.482 -2.336 0.000
C 1.558 3.130 -1.283 -0.028
Te -1.220 -0.877 -4.060 0.468
H 0.353 2.040 2.503 0.002
Br 0.529 -0.410 2.111 -0.013
H -0.253 3.506 -0.631 0.002
C 2.806 4.613 -2.867 0.001
H 3.361 2.776 -1.965 0.003
S 1.781 1.926 -0.046 -0.019
Br -1.793 1.597 1.321 0.018
H 0.110 5.523 -2.530 0.000
C -0.380 1.247 2.572 0.002
Mn 0.316 0.104 -0.432 3.152
C -0.166 4.471 -2.513 -0.002
H 3.879 4.733 -2.983 0.000
Se -0.493 -2.150 -0.574 0.044
Se -0.348 0.910 -2.602 0.070
N 2.579 3.403 -2.079 0.006
Se -0.843 -2.892 -2.734 0.288
```

Question: Look up the E of the first one.
Answer: -148699.6452 eV